{"formula": "C23H64O9", "method": "ωB97M-V/def2-TZVPD", "species": ["C", "O", "H", "H", "H", "H", "C", "O", "H", "H", "H", "H", "C", "C", "C", "O", "H", "H", "H", "H", "H", "H", "H", "H", "C", "C", "C", "O", "H", "H", "H", "H", "H", "H", "H", "H", "C", "C", "C", "O", "H", "H", "H", "H", "H", "H", "H", "H", "C", "C", "C", "O", "H", "H", "H", "H", "H", "H", "H", "H", "C", "C", "C", "O", "H", "H", "H", "H", "H", "H", "H", "H", "C", "C", "C", "O", "H", "H", "H", "H", "H", "H", "H", "H", "C", "C", "C", "O", "H", "H", "H", "H", "H", "H", "H", "H"], "xyz": [[3.643840, -3.246354, 3.103841], [4.980798, -3.726168, 3.233021], [3.046661, -3.991949, 2.582458], [3.215455, -3.008740, 4.082475], [3.630814, -2.330477, 2.503870], [5.571508, -2.971164, 3.233352], [4.608100, -3.331487, -0.541419], [4.359574, -2.060427, -1.116006], [4.608859, -4.120961, -1.297206], [5.624854, -3.339916, -0.134819], [3.873750, -3.542643, 0.235007], [3.701749, -1.598029, -0.571246], [-1.879019, -4.038642, 1.380650], [-3.326543, -4.359449, 1.762164], [-4.026471, -3.150769, 2.340167], [-4.039550, -4.836077, 0.617907], [-1.271672, -3.893452, 2.279774], [-1.761642, -3.115211, 0.810397], [-1.423098, -4.840294, 0.795418], [-3.261555, -5.157371, 2.509689], [-3.467659, -2.805230, 3.212365], [-5.086637, -3.292909, 2.536234], [-3.978463, -2.288089, 1.664170], [-3.407213, -5.247136, 0.024191], [0.914228, 3.641136, 3.158132], [1.938001, 3.229861, 4.213683], [1.817896, 1.773949, 4.626462], [3.302841, 3.466005, 3.824161], [0.900598, 4.707470, 2.927585], [-0.102442, 3.386979, 3.467686], [1.074469, 3.078926, 2.234249], [1.746710, 3.827896, 5.114581], [2.276565, 1.151334, 3.850487], [0.786850, 1.468881, 4.772075], [2.445807, 1.625246, 5.504972], [3.468452, 4.408854, 3.929002], [-6.116723, 1.639407, -1.405963], [-4.645921, 1.420084, -1.726300], [-4.107447, 0.213284, -0.986824], [-4.455586, 1.202347, -3.132102], [-6.307069, 1.822476, -0.350486], [-6.678634, 0.743078, -1.693298], [-6.525459, 2.442889, -2.021127], [-4.071614, 2.324517, -1.519751], [-3.055019, 0.031276, -1.210493], [-4.686041, -0.674836, -1.247984], [-4.158883, 0.337064, 0.100344], [-5.136511, 0.601785, -3.454925], [4.180281, 1.793959, -0.829908], [4.008332, 2.658014, 0.409036], [3.267861, 3.953397, 0.055303], [3.304263, 1.913846, 1.407713], [4.922961, 2.203143, -1.510447], [3.235099, 1.701690, -1.371998], [4.480345, 0.790229, -0.522678], [5.000844, 2.897222, 0.804567], [3.906611, 4.497157, -0.649027], [3.207772, 4.608414, 0.927499], [2.295370, 3.781797, -0.395704], [3.299678, 2.450731, 2.222213], [-3.069662, -3.302226, -3.351249], [-2.063296, -4.171886, -4.071942], [-0.617047, -3.827632, -3.724646], [-2.295149, -5.547859, -3.739572], [-3.079067, -3.477322, -2.274211], [-4.086869, -3.471599, -3.708568], [-2.851317, -2.257801, -3.580970], [-2.220405, -4.013518, -5.144872], [-0.455775, -2.752276, -3.833672], [0.115953, -4.318983, -4.366837], [-0.418341, -4.143708, -2.700020], [-1.691289, -6.060972, -4.286005], [0.678608, -2.000636, -0.437863], [1.363155, -0.643085, -0.378209], [0.372376, 0.417669, 0.067017], [2.485356, -0.703254, 0.500931], [-0.111676, -1.927694, -1.185173], [0.225951, -2.232568, 0.525771], [1.363948, -2.811130, -0.684684], [1.746512, -0.354571, -1.364337], [0.125083, 0.308417, 1.126689], [-0.577285, 0.432261, -0.473275], [0.773107, 1.425876, -0.073899], [2.720221, 0.202434, 0.771920], [-0.386566, 6.226556, -1.317705], [-0.437266, 4.826094, -1.886506], [-0.897599, 3.757548, -0.917994], [-1.332305, 4.899186, -3.001178], [-1.412806, 6.592400, -1.247433], [0.128647, 6.919967, -1.985797], [0.143549, 6.285916, -0.366913], [0.556294, 4.549020, -2.266805], [-1.941601, 3.808540, -0.608373], [-0.271711, 3.735081, -0.020915], [-0.756493, 2.780613, -1.392209], [-1.496181, 4.024538, -3.367642]], "atomic_forces_ev_per_a": [[0.391, 0.585, -0.120], [-0.193, -0.218, -0.017], [0.015, -0.106, 0.161], [-0.098, -0.188, -0.039], [-0.176, -0.081, -0.021], [0.027, 0.031, 0.019], [0.454, 0.280, -0.057], [-0.179, -0.004, -0.299], [-0.354, 0.103, -0.102], [-0.150, -0.056, 0.343], [0.124, -0.256, 0.079], [0.180, -0.023, 0.085], [0.193, 0.327, 0.282], [0.653, -0.048, -0.538], [0.243, 0.703, -0.309], [-0.192, 0.300, 0.236], [-0.036, -0.158, -0.012], [-0.383, -0.029, -0.141], [-0.034, -0.112, 0.091], [-0.305, -0.047, 0.068], [-0.334, -0.240, 0.312], [0.078, -0.302, 0.325], [0.071, -0.288, -0.296], [-0.012, -0.119, -0.071], [-0.061, -0.362, -0.388], [-0.792, 0.378, 0.726], [0.978, 0.043, -0.557], [-0.326, -0.010, -0.153], [0.279, 0.021, 0.053], [0.106, -0.006, 0.278], [0.136, 0.101, -0.054], [0.027, 0.053, -0.078], [-0.282, -0.064, -0.077], [-0.012, 0.006, 0.194], [-0.331, -0.140, 0.196], [0.113, -0.062, -0.141], [-0.159, -0.108, -0.565], [-0.179, -0.427, -0.308], [0.357, 0.033, 0.637], [-0.039, 0.312, -0.055], [0.085, 0.110, 0.021], [0.052, -0.068, 0.144], [0.076, 0.171, 0.214], [0.049, -0.058, 0.138], [-0.057, 0.003, -0.229], [0.030, -0.025, -0.035], [-0.164, 0.051, -0.059], [0.015, -0.015, 0.106], [-0.248, -0.389, 0.398], [-0.300, 0.305, -0.356], [1.173, 0.180, 0.258], [-0.044, 0.006, -0.163], [0.046, 0.060, 0.033], [-0.013, 0.027, 0.007], [0.180, 0.036, -0.198], [0.002, 0.113, 0.002], [-0.230, -0.015, -0.164], [-0.350, -0.096, 0.047], [-0.146, -0.095, 0.073], [0.104, -0.156, -0.157], [-0.234, 0.013, -0.067], [0.375, -0.185, -0.050], [-0.177, 0.310, 0.010], [-0.226, 0.238, -0.197], [0.196, 0.111, 0.031], [0.056, -0.241, -0.045], [0.085, 0.043, 0.257], [0.025, -0.131, -0.082], [0.086, -0.028, 0.146], [-0.159, -0.148, -0.099], [0.027, 0.181, 0.073], [-0.057, -0.132, 0.091], [0.247, 0.281, 0.054], [-0.308, 0.083, -0.146], [-0.129, 0.721, 0.266], [-0.216, -0.087, 0.198], [-0.014, -0.256, -0.044], [0.014, 0.064, 0.067], [0.045, 0.062, -0.167], [-0.137, -0.214, -0.166], [0.099, -0.106, 0.012], [0.120, -0.409, -0.194], [0.202, -0.084, 0.158], [0.056, -0.063, 0.122], [-0.026, 0.347, -0.214], [-0.157, -0.019, -0.397], [0.413, -0.624, 0.186], [-0.044, 0.208, -0.075], [0.049, 0.003, 0.377], [-0.010, -0.186, -0.166], [-0.217, -0.170, 0.121], [0.008, -0.013, 0.162], [-0.026, 0.408, -0.113], [-0.031, 0.111, 0.006], [-0.109, 0.004, 0.007], [0.117, -0.059, 0.107]], "lowdin_charge": [-0.1636, -0.1262, 0.0741, 0.0738, 0.0645, 0.0699, -0.1567, -0.1402, 0.0733, 0.0752, 0.0595, 0.0148, -0.0671, -0.4877, -0.0579, -0.0494, 0.0839, 0.0595, 0.0820, 0.1304, 0.0816, 0.0796, 0.0710, 0.0717, -0.0537, -0.4749, -0.0410, -0.0596, 0.0792, 0.0834, 0.0588, 0.1350, 0.0782, 0.0844, 0.0840, 0.1043, -0.0603, -0.4923, -0.0663, -0.0622, 0.0810, 0.0819, 0.0814, 0.1272, 0.0633, 0.0821, 0.0792, 0.0832, -0.0407, -0.4570, -0.0454, -0.0852, 0.0879, 0.0802, 0.0766, 0.1403, 0.0858, 0.0703, 0.0616, 0.0478, -0.0570, -0.4976, -0.0628, -0.0552, 0.0746, 0.0806, 0.0779, 0.1325, 0.0770, 0.0765, 0.0747, 0.0843, -0.0378, -0.4727, -0.0486, -0.0805, 0.0735, 0.0656, 0.0806, 0.1358, 0.0932, 0.0676, 0.0535, 0.0506, -0.0544, -0.4994, -0.0610, -0.0538, 0.0863, 0.0794, 0.0744, 0.1302, 0.0826, 0.0617, 0.0671, 0.0862], "smiles": "CC(C)O.CC(C)O.CC(C)O.CC(C)O.CC(C)O.CC(C)O.CC(C)O.CO.CO", "multiplicity": 1, "homo_energy_ev": -9.54, "total_energy_ha": -1591.81500, "lumo_ev": 0.366}